No. 1
C48H42BN10O3SSr as an isolated structure at a distorted geometry. Source: OMol25; level of theory: ωB97M-V/def2-TZVPD.

Geometry as XYZ:
```
106
Properties=species:S:1:pos:R:3:forces:R:3:nbo_charge:R:1
Sr 0.44452 0.15985 -0.27212 -0.387 -1.007 1.198 1.7810
C 4.40348 -4.01954 -0.62906 -0.037 0.138 0.011 -0.6385
C 3.07860 -3.38919 -0.90910 -0.109 -0.059 -0.190 0.1969
C 2.01799 -3.92446 -1.60982 -0.043 0.045 0.007 -0.3466
C 1.00720 -2.94272 -1.56822 0.528 -0.265 0.136 0.1582
N 1.44720 -1.89342 -0.88055 0.351 -1.329 -0.544 -0.3964
N 2.71269 -2.15431 -0.49668 0.342 -0.260 -0.037 -0.3301
B 3.51197 -1.20426 0.42057 -0.288 0.148 0.171 0.5384
N 2.78686 -1.09993 1.78090 0.278 -0.255 0.181 -0.3254
N 1.57767 -0.50731 1.88145 0.202 0.001 0.874 -0.3744
C 1.21636 -0.60237 3.15887 0.375 -0.207 0.181 0.1250
C 2.20130 -1.28611 3.89204 -0.047 -0.001 -0.068 -0.3500
C 3.18948 -1.58140 2.97517 -0.123 0.044 0.092 0.1828
C 4.48877 -2.28222 3.20274 -0.043 0.026 -0.136 -0.6350
C -0.01450 -0.02449 3.72220 -0.078 0.076 -0.017 0.0011
C -0.92966 -0.84528 4.37727 0.010 -0.006 -0.019 -0.2176
C -2.09065 -0.31046 4.91237 0.008 0.005 0.011 -0.2183
C -2.34251 1.05073 4.80350 -0.056 -0.013 0.013 -0.2144
C -1.42488 1.87708 4.17180 0.009 0.050 0.027 -0.2002
C -0.26132 1.34342 3.63923 0.022 -0.043 -0.019 -0.2114
N 3.69184 0.23135 -0.14631 0.463 -0.161 -0.012 -0.3211
N 2.68624 1.01381 -0.59570 0.764 0.586 -0.421 -0.3938
C 3.22413 2.17105 -0.99183 0.443 -0.247 0.143 0.1326
C 4.61196 2.13649 -0.75552 -0.054 0.039 -0.032 -0.3463
C 4.86714 0.89390 -0.21873 -0.030 0.210 -0.064 0.1908
C 6.17966 0.36352 0.25691 -0.107 -0.098 -0.021 -0.6372
C 2.47220 3.26471 -1.63058 -0.195 0.130 -0.079 -0.0112
C 3.16610 4.33835 -2.19469 0.006 -0.040 0.025 -0.2079
C 2.48973 5.37079 -2.82133 0.000 0.062 -0.036 -0.2245
C 1.10419 5.35398 -2.90298 -0.012 -0.002 0.024 -0.2120
C 0.40269 4.29783 -2.34421 -0.042 0.024 -0.006 -0.1862
C 1.07977 3.26758 -1.71450 0.194 -0.193 0.065 -0.1910
C -0.33529 -3.01704 -2.15747 -0.184 0.077 -0.034 -0.1001
C -0.57905 -3.89276 -3.21575 0.093 0.026 -0.009 -0.1925
C -1.84468 -4.00307 -3.76525 -0.062 -0.050 0.019 -0.2161
C -2.88453 -3.22724 -3.27515 0.038 0.034 -0.046 -0.2033
C -2.64609 -2.33079 -2.24627 -0.079 0.024 0.092 -0.1959
C -1.38680 -2.23414 -1.68485 0.206 -0.154 -0.105 -0.0809
H 4.42212 -5.01375 -1.07146 0.035 -0.001 -0.023 0.2196
H 4.58253 -4.11756 0.44236 0.021 0.004 -0.012 0.2172
H 5.21747 -3.42857 -1.05136 0.033 -0.047 0.018 0.2219
H 1.97516 -4.89882 -2.06667 0.010 -0.004 0.007 0.2177
H 4.59547 -1.67126 0.58902 0.047 -0.028 0.019 -0.0418
H 2.19195 -1.50439 4.94710 0.028 0.006 -0.006 0.2197
H 4.59093 -2.52172 4.25947 -0.005 0.000 0.010 0.2200
H 5.33273 -1.65910 2.90417 0.021 -0.034 0.011 0.2192
H 4.54326 -3.21039 2.63164 0.036 -0.001 0.022 0.2175
H -0.74098 -1.91071 4.42706 -0.005 0.006 -0.004 0.2182
H -2.80598 -0.95938 5.40244 -0.011 0.005 -0.012 0.2077
H -3.25835 1.46684 5.20452 0.008 0.003 -0.010 0.2107
H -1.61965 2.93877 4.08121 -0.001 -0.010 -0.015 0.2237
H 0.45326 1.98199 3.13552 -0.009 -0.001 -0.001 0.2289
H 5.33880 2.90937 -0.93837 0.000 -0.012 0.003 0.2160
H 6.94616 1.12089 0.10295 0.003 0.010 0.004 0.2195
H 6.47297 -0.53921 -0.28025 -0.001 -0.004 0.028 0.2230
H 6.13738 0.12370 1.32039 0.056 -0.021 -0.010 0.2205
H 4.24744 4.36523 -2.15472 -0.003 -0.014 -0.002 0.1993
H 3.04702 6.19300 -3.25397 0.012 -0.015 0.002 0.2024
H 0.57639 6.15928 -3.39804 0.000 0.000 0.010 0.2073
H -0.67865 4.27234 -2.38846 0.009 -0.036 -0.011 0.2263
H 0.50919 2.46206 -1.27902 -0.008 0.289 -0.175 0.2259
H 0.23925 -4.47088 -3.62830 -0.008 -0.016 0.033 0.2036
H -2.01686 -4.68723 -4.58714 0.010 0.021 -0.013 0.2027
H -3.86783 -3.28697 -3.72366 0.002 -0.001 0.010 0.2076
H -3.43909 -1.68685 -1.89353 0.002 0.023 0.013 0.2242
H -1.21019 -1.54422 -0.87095 -0.299 -0.288 -0.130 0.1647
O -3.64726 4.45411 1.60298 -0.070 0.181 0.002 -0.6957
C -2.37808 4.86199 1.50881 -0.026 -0.024 0.019 0.3509
C -2.10425 6.22082 1.68066 0.023 0.082 0.038 -0.2937
C -0.80656 6.69187 1.61870 -0.061 -0.051 -0.030 -0.1825
C 0.24921 5.81687 1.38566 0.130 0.022 0.018 -0.2786
C -0.01713 4.47297 1.20361 -0.058 -0.024 0.019 -0.1663
C -1.31820 3.97283 1.24439 0.128 -0.102 0.046 -0.1750
C -1.52829 2.51572 1.00365 -0.262 -0.078 -0.148 0.6137
O -0.55036 1.80813 0.60529 -1.760 2.362 1.417 -0.8868
N -2.77560 2.10596 1.16835 0.191 0.515 0.213 -0.4781
N -3.18813 0.83237 0.97695 -0.136 -0.666 -0.219 -0.1953
C -2.47719 -0.18550 1.28449 0.234 0.626 0.092 -0.0306
C -2.99908 -1.54476 1.16432 -0.308 -0.494 0.086 0.1511
C -4.32300 -1.82613 0.82092 -0.005 0.137 -0.004 -0.2296
C -4.72711 -3.14329 0.74036 0.058 -0.052 -0.008 -0.1706
C -3.80417 -4.14984 0.99602 0.037 0.057 0.035 -0.2712
C -2.51186 -3.77634 1.33040 -0.015 -0.103 -0.019 0.0504
N -2.11404 -2.51464 1.42835 0.077 0.258 -0.035 -0.4362
H -3.61803 3.46085 1.42806 -0.012 -0.154 0.004 0.5046
H -2.93550 6.88752 1.87269 -0.009 -0.016 -0.021 0.2130
H -0.61743 7.75085 1.74932 0.006 -0.003 0.020 0.2007
H 1.26788 6.18069 1.34103 -0.012 -0.006 -0.012 0.2070
H 0.78589 3.77280 1.01580 0.010 0.012 -0.014 0.2306
H -1.48011 -0.13048 1.71712 -0.055 0.089 0.061 0.1830
H -4.99715 -1.00373 0.62240 0.020 0.003 -0.001 0.2397
H -5.74693 -3.38999 0.47246 -0.009 0.018 0.002 0.2101
H -4.07724 -5.19482 0.94212 0.015 -0.008 -0.033 0.2119
H -1.74716 -4.52309 1.52181 -0.057 -0.028 0.016 0.1884
O -0.04379 0.35541 -2.33580 -0.115 0.235 -2.499 -0.7690
N 0.44133 0.11680 -3.54468 -0.289 -0.153 -0.671 -0.0067
C 1.77617 -0.01457 -3.68258 0.251 -0.078 0.038 0.0228
C 2.37566 -0.30056 -4.87923 0.002 0.001 0.088 -0.3087
C 1.56033 -0.45095 -6.00702 -0.161 0.024 0.011 -0.1911
C 0.20753 -0.29562 -5.87539 0.335 -0.096 -0.051 -0.2629
C -0.41342 -0.00343 -4.63271 -0.147 0.261 0.285 0.0309
S -2.06500 0.24180 -4.48132 -0.181 0.040 0.023 -0.3212
H 2.33676 0.12012 -2.77023 -0.039 -0.002 0.040 0.2285
H 3.44966 -0.40719 -4.92509 0.000 0.029 0.034 0.2123
H 1.99639 -0.67797 -6.97233 -0.025 0.004 -0.012 0.2031
H -0.45106 -0.38534 -6.72610 -0.047 -0.008 0.024 0.2255
```
Positions in Å, forces in eV/Å.

The value obtained for the largest force on an atom is 3.27 eV/Å. For the HOMO-LUMO gap, the calculation gives 6.3 eV. For the energy above the lowest of the compared OMol25 structures with the same formula, charge and spin, the calculation gives 109.6 kJ/mol. Its net charge is -1.

---

No. 2
One molecule with the formula C4H15B2O4P3. Source: OMol25; level of theory: ωB97M-V/def2-TZVPD.

Geometry as XYZ:
```
28
Properties=species:S:1:pos:R:3:forces:R:3:nbo_charge:R:1
C -1.97481 -1.22876 -1.48026 -0.056 0.029 -0.101 -0.5899
C -1.97426 0.31039 -1.42377 -0.112 0.020 -0.053 -0.7640
B -1.62886 0.84254 0.02130 0.150 -0.017 -0.175 0.6745
O -2.67409 1.43090 0.68734 -0.010 -0.083 0.014 -0.8507
B -0.13735 0.69489 0.81777 0.038 -0.305 -0.251 -0.1287
P 1.39142 1.91137 0.62425 -0.154 0.267 0.506 -0.1066
P 1.94912 1.44226 -1.41107 0.003 0.108 0.085 2.1036
O 3.23093 2.04254 -1.77923 0.075 -0.099 -0.104 -1.0731
O 1.91644 -0.16879 -1.43441 0.054 0.014 0.079 -1.0023
O 0.74522 1.86452 -2.39343 -0.046 -0.252 0.013 -1.0058
P 0.00292 -0.66294 2.13379 0.206 0.407 0.049 0.5525
C 0.36101 -2.22018 1.21356 -0.249 -0.151 0.097 -0.8924
C 1.52701 -0.37767 3.13537 0.099 -0.052 -0.102 -0.9326
H -0.96037 -1.63299 -1.52082 -0.011 -0.015 0.079 0.1861
H -2.50234 -1.58977 -2.36484 0.054 0.008 -0.010 0.2136
H -2.47707 -1.66814 -0.61474 0.029 -0.005 -0.004 0.2021
H -2.96509 0.68187 -1.70324 -0.004 -0.013 0.064 0.2256
H -1.27706 0.70145 -2.16740 -0.023 -0.029 0.053 0.2357
H -2.49191 1.63024 1.60981 0.020 0.072 0.059 0.4890
H 0.77900 3.13597 0.26546 -0.044 -0.053 -0.174 0.0274
H 1.32396 -0.53566 -2.09751 -0.099 -0.043 -0.055 0.5130
H 1.06598 1.94422 -3.30158 0.057 0.225 -0.049 0.5120
H -0.48525 -2.46978 0.57579 0.046 -0.005 -0.026 0.2390
H 1.26816 -2.14771 0.61539 -0.018 0.057 0.001 0.2283
H 0.47179 -3.02035 1.94577 0.020 0.005 -0.026 0.2357
H 1.90039 0.63166 2.95981 -0.016 -0.008 0.070 0.2419
H 2.33380 -1.07148 2.89429 -0.049 -0.024 -0.021 0.2313
H 1.28130 -0.47059 4.19258 0.040 -0.059 -0.017 0.2347
```
Positions in Å, forces in eV/Å.

The value obtained for the largest force on an atom is 0.59 eV/Å. For the HOMO-LUMO gap, the calculation gives 7.8 eV. The SMILES is CCB(O)B(PP(=O)(O)O)P(C)C.

---

No. 3
C17H17N4O7V as an isolated structure at a distorted geometry. Source: OMol25; level of theory: ωB97M-V/def2-TZVPD.

Geometry as XYZ:
```
46
Properties=species:S:1:pos:R:3:forces:R:3:nbo_charge:R:1
V -1.62978 0.35042 -0.94695 3.448 -1.489 4.422 1.2467
O -2.52478 -2.31665 2.36750 -0.249 -0.498 0.375 -0.6108
C -2.29729 -1.62677 1.29480 0.386 0.733 -0.214 0.8174
O -1.72919 -0.53790 1.26826 -0.063 -0.241 -0.135 -0.6137
C -2.76091 -2.21150 0.01129 -0.226 -0.666 -0.016 0.0928
C -3.47566 -3.39859 -0.13604 0.271 0.452 0.178 -0.1463
C -3.88640 -3.77486 -1.40696 0.096 0.227 -0.238 -0.1195
C -3.59575 -2.94615 -2.49163 0.108 0.001 0.244 -0.1414
C -2.85427 -1.79850 -2.25346 -0.181 -0.297 -0.256 0.0996
N -2.43877 -1.45185 -1.03491 -0.718 -1.264 -0.129 -0.3864
C -2.42353 -0.74860 -3.26745 -1.541 -2.630 -1.136 0.7619
O -2.59401 -0.77524 -4.43842 0.271 0.343 0.507 -0.4177
O -1.83155 0.18212 -2.54043 0.424 2.108 -5.017 -0.5344
H -2.28308 -1.86780 3.20098 0.021 0.091 -0.399 0.5355
H -3.70807 -3.98251 0.74226 -0.022 -0.069 -0.008 0.2676
H -4.43165 -4.69658 -1.55606 -0.055 0.033 0.010 0.2633
H -3.93846 -3.18176 -3.48904 0.077 0.043 -0.069 0.2754
C 3.38019 -1.51487 1.54619 0.050 -0.827 0.393 -0.4230
N 3.23409 -0.24740 0.80658 -0.217 -0.019 -0.266 -0.3357
C 4.54945 0.35271 0.51126 0.812 0.388 -0.291 -0.4310
C 2.35247 0.71386 1.54001 -0.555 0.581 0.273 -0.2667
C 1.96087 1.89490 0.68675 -0.158 -0.155 -0.157 0.0617
C 2.44304 3.16916 0.94158 -0.033 -0.125 -0.061 -0.1994
C 2.07422 4.24209 0.13953 -0.142 -0.065 -0.065 -0.1338
C 1.20297 4.06548 -0.92572 0.028 0.000 0.047 -0.1704
C 0.67377 2.81375 -1.17879 0.071 -0.324 0.047 -0.1282
C 1.05151 1.72618 -0.37884 0.395 1.217 -0.078 -0.2330
H 4.03721 -2.18927 1.00142 -0.002 0.097 -0.094 0.2485
H 2.40988 -1.99133 1.66756 -0.055 0.115 -0.066 0.2375
H 3.81192 -1.33528 2.52940 -0.004 0.211 -0.062 0.2418
H 2.77390 -0.46338 -0.08664 0.097 0.004 0.177 0.4391
H 5.07282 0.55874 1.44289 -0.129 -0.029 0.081 0.2391
H 4.42431 1.28017 -0.04363 -0.109 -0.035 0.043 0.2451
H 5.16065 -0.32538 -0.08098 -0.178 -0.126 0.015 0.2502
H 2.89359 1.05855 2.42479 0.002 -0.189 -0.104 0.2493
H 1.45199 0.17835 1.86435 0.280 -0.085 -0.055 0.2460
H 3.09789 3.33814 1.78393 0.120 -0.024 0.049 0.2390
H 2.45760 5.22519 0.35512 0.080 0.139 0.043 0.2530
H 0.92164 4.90469 -1.54186 -0.019 0.070 -0.058 0.2561
H -0.02311 2.66120 -2.00226 0.118 0.086 0.119 0.2348
N 0.19873 -0.68721 -0.53792 0.166 -0.403 0.110 -0.3397
C 0.41442 0.47368 -0.58507 0.309 -0.432 -0.127 0.2216
O -4.17144 0.32988 0.37850 -1.084 -0.644 -0.199 -0.3920
N -3.46294 1.22090 0.75473 -1.248 -0.268 1.246 0.7479
O -3.47730 1.79515 1.78104 0.043 0.710 0.733 -0.2727
O -2.51122 1.53407 -0.11765 -0.690 3.255 0.188 -0.4750
```
Positions in Å, forces in eV/Å.

The value obtained for the largest force on an atom is 5.80 eV/Å. For the HOMO-LUMO gap (spin up / spin down), the calculation gives 8.3 / 8.3 eV. Its net charge is +2.